1.
An isolated molecule of C6H15N, computed with wB97M-V/def2-TZVPD.

The geometry in ORCA input format:
```
! RIJCOSX wB97M-V def2-TZVPD def2/J DEFGRID3
* xyz 0 1
C 2.58 0.64 0.10
N 1.37 0.30 -0.66
C 0.24 -0.63 -0.53
C 0.36 -1.48 0.68
C -1.09 0.25 -0.63
C -2.34 -0.59 -0.17
C -0.93 1.48 0.31
H 3.55 0.24 -0.25
H 2.37 0.38 1.14
H 2.58 1.73 0.08
H 1.44 0.56 -1.63
H 0.12 -1.16 -1.49
H -0.56 -2.01 0.95
H 1.27 -2.05 0.87
H 0.38 -0.76 1.52
H -1.23 0.37 -1.70
H -2.21 -0.64 0.91
H -3.27 -0.21 -0.61
H -2.24 -1.64 -0.53
H -0.36 2.19 -0.27
H -0.22 1.18 1.11
H -1.82 1.87 0.79
*
```

Calculated values
SMILES ... CN[C@@H](C)C(C)C
Orbital gap ... 8.97 eV
LUMO level ... 1.082 eV
Highest occupied orbital energy ... -7.89 eV
ΔE to the lowest compared entry with this formula, charge and spin ... 176.5 kJ/mol

natural (NBO) population analysis, charges in e, atoms 1 to 6:
1 C -0.399
2 N -0.678
3 C -0.020
4 C -0.646
5 C -0.203
6 C -0.621

2.
A structure of composition C20H34IN2O4S5SiV, computed with wB97M-V/def2-TZVPD.

The geometry in ORCA input format:
```
! RIJCOSX wB97M-V def2-TZVPD def2/J DEFGRID3
* xyz 0 3
V 2.27 1.31 0.52
S 4.08 1.46 -0.93
S 5.22 -0.21 -0.45
S 4.09 -1.07 1.07
S 3.59 0.54 2.26
S 2.98 5.48 2.23
C 2.99 5.57 0.52
C 2.82 4.34 0.00
N 2.68 3.32 0.94
C 2.75 3.80 2.16
H 3.14 6.50 0.00
H 2.81 4.09 -1.05
H 2.69 3.19 3.05
C 1.60 -0.99 -2.77
C 1.14 -2.33 -2.22
C 2.32 -3.25 -2.00
C 0.12 -2.97 -3.15
O 0.49 -2.20 -0.94
Si -0.11 -0.97 -0.06
O 1.03 0.14 0.32
O -1.26 -0.14 -0.88
C -2.69 -0.23 -0.94
C -3.16 -1.68 -0.93
C -3.09 0.44 -2.24
C -3.27 0.53 0.25
O -0.79 -1.58 1.28
C -0.40 -2.63 2.21
C -1.36 -2.50 3.38
C 1.03 -2.40 2.65
C -0.56 -3.99 1.55
H 2.08 -1.14 -3.74
H 2.33 -0.52 -2.11
H 0.75 -0.31 -2.90
H 2.86 -3.41 -2.94
H 1.98 -4.22 -1.62
H 3.01 -2.80 -1.28
H 0.56 -3.14 -4.14
H -0.74 -2.30 -3.27
H -0.22 -3.92 -2.75
H -2.66 -2.24 -1.73
H -4.24 -1.72 -1.11
H -2.94 -2.16 0.03
H -2.71 -0.13 -3.09
H -2.66 1.45 -2.29
H -4.18 0.51 -2.33
H -2.84 0.16 1.18
H -4.36 0.41 0.29
H -3.05 1.60 0.16
H -1.24 -1.53 3.86
H -1.17 -3.29 4.11
H -2.39 -2.59 3.03
H 1.16 -1.39 3.04
H 1.72 -2.53 1.81
H 1.31 -3.11 3.44
H -1.60 -4.15 1.24
H -0.28 -4.78 2.25
H 0.07 -4.07 0.66
I -2.69 3.69 3.31
C -1.70 3.60 1.49
C -2.15 4.33 0.40
C -1.46 4.20 -0.80
C -0.35 3.37 -0.85
N 0.09 2.69 0.21
C -0.59 2.79 1.36
H -3.02 4.97 0.48
H -1.78 4.74 -1.68
H 0.20 3.23 -1.78
H -0.23 2.20 2.19
*
```

Calculated values
Orbital gap (alpha / beta) ... 6.77 / 6.86 eV
LUMO level (alpha / beta) ... -0.191 / -0.166 eV
⟨S²⟩ ... 2.0175
Highest occupied orbital energy (alpha / beta) ... -6.96 / -7.03 eV
ΔE to the lowest compared entry with this formula, charge and spin ... 119.8 kJ/mol

natural (NBO) population analysis, charges in e, atoms 1 to 6:
1 V 1.169
2 S -0.414
3 S -0.015
4 S 0.001
5 S -0.411
6 S 0.499

3.
A cluster of 11 separate species, C35H99N9O11 in total, computed with wB97M-V/def2-TZVPD.

The geometry in ORCA input format:
```
! RIJCOSX wB97M-V def2-TZVPD def2/J DEFGRID3
* xyz 0 1
C 0.72 0.92 -6.61
O 0.80 -0.42 -6.21
C 0.29 -0.60 -4.85
C 0.40 -2.05 -4.37
C -0.44 -2.93 -5.30
N -0.23 -2.19 -3.00
H -0.32 1.28 -6.77
H 1.23 1.08 -7.58
H 1.15 1.56 -5.82
H 0.77 0.00 -4.05
H -0.76 -0.39 -4.96
H 1.46 -2.35 -4.29
H -1.45 -2.69 -5.09
H -0.27 -3.98 -5.26
H -0.31 -2.59 -6.34
H 0.31 -1.61 -2.36
H -1.21 -1.91 -3.07
C 0.70 -3.83 1.43
O 0.68 -4.77 0.35
C -0.55 -4.64 -0.38
C -0.56 -5.58 -1.57
C 0.85 -5.69 -2.23
N -1.61 -4.98 -2.39
H 0.50 -2.83 1.00
H 1.70 -3.88 1.81
H -0.05 -4.00 2.20
H -1.34 -4.89 0.26
H -0.80 -3.62 -0.77
H -0.90 -6.54 -1.30
H 1.56 -5.88 -1.48
H 1.12 -4.75 -2.67
H 0.95 -6.55 -2.88
H -1.25 -4.10 -2.73
H -1.75 -5.65 -3.09
C -5.42 1.00 4.10
O -4.26 0.62 4.83
C -3.45 -0.30 4.08
C -2.10 -0.51 4.84
C -1.26 -1.60 4.18
N -2.34 -0.86 6.26
H -5.94 0.09 3.81
H -5.21 1.61 3.22
H -6.05 1.51 4.81
H -3.87 -1.27 4.08
H -3.30 0.04 3.05
H -1.54 0.46 4.70
H -1.70 -2.53 4.51
H -0.21 -1.67 4.50
H -1.19 -1.48 3.09
H -1.53 -0.72 6.85
H -3.04 -0.36 6.74
C 4.86 1.83 2.75
O 4.48 1.16 1.56
C 3.53 1.84 0.78
C 3.51 1.23 -0.59
C 4.81 1.32 -1.37
N 2.51 1.89 -1.44
H 5.29 1.02 3.43
H 3.97 2.23 3.27
H 5.61 2.54 2.61
H 2.54 1.73 1.30
H 3.88 2.90 0.78
H 3.23 0.16 -0.42
H 5.55 0.52 -1.05
H 5.30 2.25 -1.08
H 4.70 1.24 -2.47
H 1.60 1.93 -1.05
H 2.74 2.85 -1.68
C 0.77 4.93 -1.62
O -0.60 4.95 -1.90
C -1.34 4.98 -0.62
C -2.69 4.38 -0.90
C -3.62 4.23 0.29
N -2.37 3.03 -1.40
H 1.18 5.95 -1.39
H 1.38 4.59 -2.46
H 1.05 4.34 -0.72
H -0.81 4.48 0.21
H -1.43 6.07 -0.41
H -3.15 4.94 -1.66
H -3.20 3.49 0.98
H -4.60 3.82 0.02
H -3.73 5.14 0.84
H -3.15 2.41 -1.59
H -1.85 3.14 -2.28
C 3.80 -2.45 -1.55
O 4.28 -2.69 -2.87
C 4.51 -1.41 -3.51
C 4.94 -1.65 -4.98
C 3.85 -2.47 -5.78
N 6.26 -2.22 -5.00
H 2.76 -2.21 -1.46
H 4.41 -1.70 -0.99
H 3.85 -3.36 -1.01
H 3.57 -0.80 -3.43
H 5.30 -0.92 -2.99
H 5.03 -0.65 -5.41
H 2.87 -2.05 -5.52
H 3.90 -3.56 -5.59
H 3.95 -2.24 -6.82
H 6.45 -2.86 -5.79
H 6.40 -2.82 -4.20
C -6.47 0.91 -2.32
O -5.03 0.85 -2.27
C -4.54 -0.36 -2.79
C -4.24 -1.36 -1.73
C -3.30 -0.79 -0.72
N -3.51 -2.44 -2.46
H -6.62 1.95 -2.03
H -6.95 0.24 -1.60
H -6.79 0.71 -3.38
H -5.18 -0.83 -3.53
H -3.58 -0.10 -3.23
H -5.05 -1.70 -1.17
H -2.34 -0.39 -1.05
H -3.05 -1.53 0.07
H -3.90 -0.07 -0.14
H -3.40 -3.21 -1.80
H -4.14 -2.78 -3.18
N 0.83 0.08 1.93
C 0.36 0.30 0.62
N -0.23 1.52 0.40
O 0.46 -0.52 -0.30
H 0.46 0.62 2.70
H 1.14 -0.85 2.15
H -0.35 2.11 1.19
H -0.85 1.69 -0.37
C 1.13 4.10 3.81
C 0.45 2.90 4.40
O -0.48 2.43 3.39
H 1.82 4.67 4.50
H 0.36 4.79 3.38
H 1.68 3.74 2.99
H 0.04 3.06 5.43
H 1.18 2.11 4.55
H -1.36 2.68 3.78
C 4.72 -2.00 3.91
C 3.77 -1.92 2.76
O 2.44 -1.99 3.29
H 5.70 -1.78 3.52
H 4.65 -2.97 4.32
H 4.53 -1.27 4.65
H 3.91 -2.71 2.03
H 3.97 -0.99 2.23
H 2.52 -2.59 3.99
C -3.96 4.23 6.82
C -2.68 3.60 6.23
O -2.90 2.99 4.98
H -3.81 4.60 7.85
H -4.81 3.50 6.85
H -4.31 5.14 6.28
H -2.16 2.81 6.83
H -1.96 4.36 6.03
H -3.25 2.09 5.08
*
```

Calculated values
SMILES ... COC[C@H](C)N.COC[C@H](C)N.COC[C@H](C)N.COC[C@H](C)N.COC[C@H](C)N.COC[C@H](C)N.COC[C@H](C)N.NC(N)=O.CCO.CCO.CCO
Orbital gap ... 8.83 eV
LUMO level ... 0.438 eV
Highest occupied orbital energy ... -8.39 eV
ΔE to the lowest compared entry with this formula, charge and spin ... 51.1 kJ/mol

Löwdin population analysis, charges in e, atoms 1 to 6:
1 C -0.145
2 O -0.203
3 C -0.173
4 C -0.388
5 C -0.050
6 N 0.061

4.
A cluster of 2 separate species, C4H6O2 in total, computed with wB97M-V/def2-TZVPD.

The geometry in ORCA input format:
```
! RIJCOSX wB97M-V def2-TZVPD def2/J DEFGRID3
* xyz 0 1
C 1.51 -1.09 -0.06
C 1.04 0.08 0.27
C 0.49 1.23 0.57
O -0.31 1.48 1.66
H 0.91 -1.77 -0.67
H 2.49 -1.44 0.25
H 0.61 2.12 -0.04
H -0.36 0.66 2.18
C -1.59 -0.31 -1.04
O -1.44 -1.50 -1.20
H -2.00 0.11 -0.11
H -1.35 0.42 -1.83
*
```

Calculated values
SMILES ... C=C=CO.C=O
Orbital gap ... 9.88 eV
LUMO level ... 0.720 eV
Highest occupied orbital energy ... -9.16 eV
ΔE to the lowest compared entry with this formula, charge and spin ... 312.5 kJ/mol

natural (NBO) population analysis, charges in e, atoms 1 to 6:
1 C -0.419
2 C -0.070
3 C 0.051
4 O -0.676
5 H 0.233
6 H 0.216

5.
A cluster of 11 separate species, H22O11 in total, computed with wB97M-V/def2-TZVPD.

The geometry in ORCA input format:
```
! RIJCOSX wB97M-V def2-TZVPD def2/J DEFGRID3
* xyz 0 1
O -18.59 13.04 -24.55
H -19.38 12.84 -24.10
H -17.95 12.36 -24.21
O -15.48 9.70 -27.93
H -16.32 9.36 -27.71
H -14.99 9.01 -27.52
O -18.27 12.05 -27.04
H -19.17 11.74 -27.08
H -18.12 12.29 -26.10
O -18.20 8.47 -23.90
H -17.30 8.14 -23.85
H -18.26 9.30 -23.51
O -14.82 12.68 -24.53
H -15.11 12.84 -23.66
H -15.18 13.34 -25.15
O -15.86 9.62 -22.22
H -15.92 10.44 -22.80
H -15.19 9.83 -21.65
O -13.61 9.98 -24.20
H -13.66 10.94 -24.35
H -12.82 9.89 -23.64
O -18.02 9.20 -26.81
H -18.15 10.15 -26.87
H -18.33 9.13 -25.92
O -16.44 12.36 -22.01
H -17.40 12.19 -22.05
H -16.23 12.68 -21.17
O -14.18 12.06 -27.49
H -14.88 11.39 -27.54
H -14.05 12.23 -26.59
O -16.95 11.01 -24.81
H -16.13 11.47 -24.63
H -16.84 10.39 -25.50
*
```

Calculated values
SMILES ... O.O.O.O.O.O.O.O.O.O.O
Orbital gap ... 10.18 eV
LUMO level ... -0.388 eV
Highest occupied orbital energy ... -10.57 eV
ΔE to the lowest compared entry with this formula, charge and spin ... 187.0 kJ/mol

natural (NBO) population analysis, charges in e, atoms 1 to 6:
1 O -0.955
2 H 0.470
3 H 0.488
4 O -0.948
5 H 0.489
6 H 0.469

6.
A structure of composition C6H9N, computed with wB97M-V/def2-TZVPD.

The geometry in ORCA input format:
```
! RIJCOSX wB97M-V def2-TZVPD def2/J DEFGRID3
* xyz 0 1
C 2.14 0.15 -0.12
N 0.73 0.31 0.10
C -0.05 -0.62 0.91
C -1.49 -0.14 0.74
C -1.36 1.01 -0.25
C -0.32 0.11 -0.94
C -0.89 -1.15 -0.21
H 2.63 0.33 0.85
H 2.46 0.96 -0.79
H 2.48 -0.81 -0.52
H 0.33 -1.10 1.81
H -2.25 -0.30 1.51
H -0.75 1.84 0.14
H -2.28 1.26 -0.79
H -0.06 0.19 -2.00
H -1.20 -2.15 -0.50
*
```

Calculated values
Orbital gap ... 9.03 eV
LUMO level ... 1.177 eV
Highest occupied orbital energy ... -7.85 eV
ΔE to the lowest compared entry with this formula, charge and spin ... 376.3 kJ/mol

natural (NBO) population analysis, charges in e, atoms 1 to 6:
1 C -0.398
2 N -0.453
3 C -0.063
4 C -0.234
5 C -0.397
6 C -0.045